(1)
# H14O7

A 7-piece molecular cluster, H14O7 overall (wB97M-V/def2-TZVPD, the OMol25 dataset).

Values from the calculation:
E: -14559.179 eV
energy relative to the best compared isomer or geometry (same formula, charge and spin): 52.63 kcal/mol
HOMO: -10.81 eV
structure (SMILES): O.O.O.O.O.O.O
LUMO level: -0.600 eV
frontier orbital gap: 0.3750 hartree
2S+1: 1

```
21
H14O7 | the OMol25 dataset | wB97M-V/def2-TZVPD
O -0.507 0.223 0.457
O -2.797 2.121 0.273
O -2.883 -1.105 -0.433
O 2.309 -0.466 0.535
O 0.826 0.626 -2.430
O 2.974 2.283 -1.256
O -0.443 -2.081 1.805
H 3.546 1.595 -0.893
H 0.376 0.438 0.269
H -2.096 -0.637 -0.321
H -1.931 1.782 0.398
H -3.294 1.672 0.973
H 0.449 -0.081 -1.962
H 2.503 -0.298 1.455
H 1.685 -1.172 0.422
H -2.581 -2.025 -0.491
H 2.309 1.735 -1.605
H 0.349 -2.514 1.527
H -0.456 -0.582 1.045
H 0.684 1.287 -1.804
H -1.020 -2.792 2.033
```

=====

(2)
# H14O7

A 7-piece molecular cluster, H14O7 overall (wB97M-V/def2-TZVPD, the OMol25 dataset).

Values from the calculation:
E: -14560.171 eV
energy relative to the best compared isomer or geometry (same formula, charge and spin): 29.75 kcal/mol
HOMO: -10.66 eV
structure (SMILES): O.O.O.O.O.O.O
LUMO level: 0.153 eV
frontier orbital gap: 0.3974 hartree
2S+1: 1

```
21
H14O7 | the OMol25 dataset | wB97M-V/def2-TZVPD
O 0.721 1.290 -2.072
O 0.406 2.436 0.370
O -1.889 -0.026 -1.306
O 1.457 -0.445 0.303
O 0.899 0.608 2.632
O -0.222 -2.563 -0.382
O -1.387 -0.687 1.401
H -0.013 0.254 2.516
H 1.263 0.603 -1.670
H 0.859 1.507 2.260
H 0.048 -3.012 -1.170
H -0.598 -0.551 0.844
H -1.306 -1.564 1.733
H 1.043 2.228 -0.345
H -0.165 1.664 0.272
H -2.663 0.460 -1.638
H 1.788 -0.225 1.195
H 0.903 1.059 -2.975
H 0.981 -1.321 0.319
H -1.066 0.409 -1.728
H -1.057 -2.123 -0.558
```

=====

(3)
# H14O7

A 7-piece molecular cluster, H14O7 overall (wB97M-V/def2-TZVPD, the OMol25 dataset).

Values from the calculation:
E: -14560.434 eV
energy relative to the best compared isomer or geometry (same formula, charge and spin): 23.69 kcal/mol
HOMO: -11.18 eV
structure (SMILES): O.O.O.O.O.O.O
LUMO level: 0.468 eV
frontier orbital gap: 0.4279 hartree
2S+1: 1

```
21
H14O7 | the OMol25 dataset | wB97M-V/def2-TZVPD
O 6.695 4.596 7.733
O 6.565 5.300 5.060
O 4.924 3.597 4.421
O 3.397 5.616 5.460
O 5.889 8.766 5.831
O 3.992 7.776 3.966
O 4.774 6.648 7.793
H 3.224 6.358 4.820
H 6.008 4.601 4.680
H 4.215 4.234 4.650
H 4.190 5.924 5.995
H 5.088 6.930 8.665
H 6.309 3.764 7.531
H 3.370 8.347 3.503
H 5.996 6.072 4.916
H 6.878 4.932 6.858
H 6.682 8.211 5.869
H 5.342 5.792 7.790
H 4.609 3.114 3.702
H 5.352 8.481 6.635
H 4.494 8.357 4.557
```

=====

(4)
# H14O7

A 7-piece molecular cluster, H14O7 overall (wB97M-V/def2-TZVPD, the OMol25 dataset).

Values from the calculation:
E: -14559.143 eV
energy relative to the best compared isomer or geometry (same formula, charge and spin): 53.45 kcal/mol
HOMO: -11.41 eV
structure (SMILES): O.O.O.O.O.O.O
LUMO level: 0.305 eV
frontier orbital gap: 0.4305 hartree
2S+1: 1

```
21
H14O7 | the OMol25 dataset | wB97M-V/def2-TZVPD
O -7.366 -20.178 -22.677
O -4.513 -28.781 -20.062
O -7.578 -20.157 -14.332
O -8.651 -22.690 -18.738
O -13.162 -23.397 -22.813
O -9.927 -28.769 -17.354
O -13.038 -20.256 -13.260
H -13.341 -20.482 -12.381
H -6.699 -20.279 -14.688
H -7.630 -20.766 -21.969
H -7.600 -19.241 -14.054
H -13.095 -23.153 -21.890
H -6.787 -20.707 -23.225
H -10.877 -28.747 -17.241
H -8.660 -22.473 -17.806
H -4.815 -29.654 -19.810
H -9.800 -28.933 -18.288
H -13.400 -22.585 -23.260
H -8.762 -23.640 -18.765
H -5.317 -28.281 -20.205
H -12.121 -20.531 -13.275
```

=====

(5)
# H14O7

A 7-piece molecular cluster, H14O7 overall (wB97M-V/def2-TZVPD, the OMol25 dataset).

Values from the calculation:
E: -14559.596 eV
energy relative to the best compared isomer or geometry (same formula, charge and spin): 43.01 kcal/mol
HOMO: -10.93 eV
structure (SMILES): O.O.O.O.O.O.O
LUMO level: -0.324 eV
frontier orbital gap: 0.3897 hartree
2S+1: 1

```
21
H14O7 | the OMol25 dataset | wB97M-V/def2-TZVPD
O -0.747 -2.508 -2.854
O -0.312 1.107 -0.806
O -0.514 3.506 1.003
O -2.690 -1.650 -0.664
O 2.406 1.344 2.861
O 1.330 -1.333 -1.376
O 0.017 0.318 1.815
H -0.890 0.194 2.096
H 1.681 0.904 2.417
H -0.171 4.073 0.311
H 0.397 -0.560 1.840
H 1.720 -1.254 -0.505
H 2.062 -1.204 -1.979
H -0.577 -3.395 -2.538
H -0.029 -1.984 -2.497
H 2.269 1.153 3.789
H -1.845 -1.285 -0.927
H -0.034 0.878 0.081
H -0.095 0.337 -1.331
H -3.310 -1.307 -1.308
H -0.669 2.667 0.570
```

=====

(6)
# H14O7

A 7-piece molecular cluster, H14O7 overall (wB97M-V/def2-TZVPD, the OMol25 dataset).

Values from the calculation:
E: -14559.124 eV
energy relative to the best compared isomer or geometry (same formula, charge and spin): 53.91 kcal/mol
HOMO: -11.07 eV
structure (SMILES): O.O.O.O.O.O.O
LUMO level: -0.230 eV
frontier orbital gap: 0.3984 hartree
2S+1: 1

```
21
H14O7 | the OMol25 dataset | wB97M-V/def2-TZVPD
O 3.581 -2.902 -1.200
O 0.137 -0.799 0.808
O 3.986 0.555 0.466
O 1.750 3.553 -0.303
O -2.136 2.851 -0.972
O -1.709 -0.341 3.347
O -4.706 -1.661 -1.316
H 3.158 0.066 0.404
H -4.142 -2.432 -1.186
H -1.124 -0.582 2.620
H 2.683 -2.873 -0.850
H 1.053 3.536 0.363
H 0.772 -1.442 0.471
H -1.541 2.773 -1.726
H 3.480 -3.307 -2.069
H -5.599 -1.999 -1.182
H 4.468 0.112 1.173
H -2.401 -1.011 3.323
H -2.757 3.540 -1.233
H -0.396 -0.571 0.038
H 1.445 2.935 -0.977
```